Entry 1:
# C36H69Cl38N2O

20 unconnected molecules or ions with the total composition C36H69Cl38N2O (ωB97M-V with the def2-TZVPD basis set, the OMol25 dataset).

Positions of all 146 atoms, in Å:
Cl: -1.019 3.251 0.061
Cl: 2.000 -7.241 -4.615
Cl: 7.441 3.441 -3.225
Cl: -10.850 4.088 0.073
Cl: -6.050 -5.690 -1.621
Cl: 5.433 5.187 -2.032
Cl: 1.034 -0.508 -5.587
Cl: 0.293 -0.309 4.972
Cl: 0.235 -3.918 6.819
Cl: -8.106 0.640 1.265
Cl: 1.639 1.734 -7.353
Cl: -5.507 -0.578 0.742
Cl: -3.159 5.418 -14.328
Cl: -2.357 3.950 4.318
Cl: -1.017 9.760 -7.939
Cl: -0.260 0.444 8.587
Cl: 4.074 -8.087 -2.746
Cl: -2.540 -0.557 5.630
Cl: -9.846 7.059 7.237
Cl: -9.576 4.524 2.661
Cl: 3.998 0.831 -2.812
Cl: 1.789 2.739 -2.887
Cl: -2.283 9.345 -10.534
Cl: 6.088 2.219 5.351
Cl: -11.873 7.929 5.329
Cl: 0.624 5.492 -8.808
Cl: 0.104 -3.111 9.616
Cl: 0.787 2.722 2.288
Cl: 0.944 1.854 -11.870
Cl: 2.413 4.935 -6.563
Cl: 3.704 3.577 9.600
Cl: -1.160 3.671 -15.538
Cl: 8.564 0.833 4.682
Cl: -2.767 1.796 9.216
Cl: -4.263 1.757 4.100
Cl: -1.050 3.601 -10.655
Cl: -3.562 -7.098 -2.199
Cl: 5.938 1.703 9.575
O: 0.535 -1.032 -0.137
N: 5.262 -2.616 4.465
N: 3.877 -2.958 0.710
C: 2.266 5.661 -8.170
C: 4.152 -3.065 5.229
C: -5.241 -7.260 -1.668
C: -1.685 -5.164 0.083
C: -1.120 -0.665 1.664
C: 4.255 -4.232 -0.013
C: -1.859 -4.599 1.599
C: 1.199 -0.408 -1.274
C: 0.625 3.443 0.683
C: 2.873 -3.565 4.529
C: -0.169 -5.661 -0.093
C: 0.761 1.209 -5.912
C: 5.334 3.262 9.000
C: -1.816 8.596 -9.003
C: -1.930 0.242 9.134
C: 6.901 0.653 5.253
C: 0.882 -4.180 8.446
C: 2.628 -3.599 2.988
C: 7.095 4.594 -1.931
C: -1.503 4.807 -14.227
C: -2.036 -1.990 1.761
C: -10.361 7.041 5.546
C: -10.359 3.346 1.600
C: 5.080 -2.622 3.063
C: 2.184 -5.386 -1.137
C: -1.028 -3.244 1.858
C: 3.349 -4.301 -1.370
C: 0.689 -4.750 -1.131
C: 3.432 2.385 -3.439
C: 3.886 -3.061 2.202
C: -0.756 -0.388 0.127
C: -1.193 0.558 5.377
C: 3.524 -8.115 -4.426
C: -3.887 3.415 3.613
C: -6.637 -0.029 1.986
C: 0.605 2.988 -10.558
H: -1.131 7.773 -9.205
H: 4.033 -4.580 -2.260
H: 2.935 -2.610 0.432
H: 3.441 2.350 -4.528
H: 2.509 6.721 -8.100
H: -2.455 -0.406 8.435
H: -1.442 1.232 4.557
H: 0.736 2.478 -9.607
H: 1.952 -3.978 8.437
H: 1.322 2.953 0.004
H: 0.704 -5.214 8.737
H: 2.292 -5.928 -0.122
H: 2.899 -3.277 -1.642
H: 5.980 -2.222 2.458
H: -1.992 -4.318 -0.623
H: -2.709 -1.911 2.680
H: -1.032 1.131 6.287
H: -9.587 7.506 4.936
H: -1.550 -5.451 2.304
H: -9.659 2.538 1.393
H: -10.508 6.009 5.232
H: -2.692 -2.168 0.839
H: 0.372 -5.569 0.925
H: 2.002 -3.912 5.202
H: -0.184 -0.843 2.308
H: -1.675 0.224 2.147
H: 4.281 -7.646 -5.054
H: 1.668 -3.945 2.489
H: -0.559 -3.307 2.914
H: 7.778 5.438 -2.017
H: 4.186 -5.176 0.617
H: -0.664 0.737 -0.126
H: -3.811 3.455 2.527
H: -2.373 -6.091 -0.057
H: -1.581 -0.823 -0.553
H: 2.961 5.167 -8.847
H: -0.192 -3.175 1.081
H: 1.296 3.825 -10.627
H: 2.249 -6.193 -1.948
H: 6.000 4.050 9.347
H: 4.599 -2.249 0.450
H: 1.107 1.789 -5.058
H: 0.856 4.506 0.746
H: -4.684 4.075 3.952
H: 0.434 0.069 -1.982
H: -1.925 -0.210 10.125
H: 4.227 -3.052 6.375
H: -0.304 1.375 -6.066
H: 1.976 0.362 -0.926
H: -1.372 4.296 -13.273
H: -2.973 -4.347 1.718
H: -0.811 5.645 -14.295
H: 5.337 -4.102 -0.391
H: -2.710 8.218 -8.507
H: 6.358 0.013 4.560
H: -0.104 -6.746 -0.446
H: 6.914 0.198 6.242
H: 5.312 3.250 7.911
H: 3.379 -9.150 -4.733
H: 7.237 4.101 -0.970
H: 0.261 -4.826 -2.200
H: -6.155 0.741 2.586
H: 1.743 -1.263 -1.835
H: -5.770 -7.911 -2.362
H: 0.775 -3.667 -0.771
H: -11.242 2.950 2.101
H: 4.099 3.171 -3.089
H: -6.906 -0.875 2.617
H: -5.255 -7.696 -0.670

Forces on atoms 1 to 2 (eV/Å):
Cl -0.039 0.212 -0.116
Cl 0.006 -0.002 -0.082

Values from the calculation:
HOMO ... -11.64 eV
Net charge ... +1

Entry 2:
# C19H15Cl2N9O4Pt

A molecular structure, C19H15Cl2N9O4Pt (ωB97M-V with the def2-TZVPD basis set, the OMol25 dataset).

Positions of all 50 atoms, in Å:
Pt: 0.144 -0.178 -0.980
Cl: 5.530 -2.172 2.550
Cl: 3.744 -4.698 2.489
O: -2.222 1.482 -0.495
O: -0.570 -4.043 -0.054
O: -3.126 2.531 1.135
O: 3.500 1.770 0.123
N: 0.429 -1.948 -0.218
N: -1.367 1.113 1.474
N: 1.888 0.117 -0.164
N: 0.426 1.743 -1.691
N: -0.508 0.636 3.545
N: -2.292 1.750 0.701
N: -1.551 -1.069 -1.764
N: 0.442 -0.237 3.009
N: -2.287 2.038 3.489
C: 0.026 3.779 -2.855
C: 1.605 2.262 -1.250
C: -0.342 2.496 -2.470
C: 2.029 3.528 -1.583
C: -3.677 -2.654 -2.597
C: -0.583 -2.933 -0.490
C: -2.690 -3.183 -1.772
C: 1.986 -3.307 1.102
C: 4.041 -2.089 1.755
C: -1.651 -2.370 -1.381
C: 1.223 4.305 -2.409
C: -1.429 1.293 2.800
C: 3.187 -3.299 1.724
C: 1.540 -2.117 0.459
C: -3.578 -1.330 -2.982
C: -2.505 -0.569 -2.541
C: 3.659 -0.934 1.164
C: 2.466 1.419 -0.358
C: 2.403 -0.894 0.490
H: 0.269 -1.168 3.374
H: -1.286 2.080 -2.780
H: -4.506 -3.265 -2.924
H: 1.359 0.065 3.320
H: -2.712 -4.209 -1.430
H: 1.528 5.303 -2.692
H: 4.292 -0.062 1.188
H: -2.261 2.074 4.494
H: -0.554 0.741 4.547
H: 2.974 3.884 -1.197
H: -4.323 -0.871 -3.617
H: -2.430 0.474 -2.806
H: -0.635 4.346 -3.494
H: 1.377 -4.197 1.083
H: -2.981 2.562 2.977

Forces on atoms 1 to 2 (eV/Å):
Pt -0.039 -0.058 -0.434
Cl 0.020 0.008 0.013

Values from the calculation:
HOMO ... -15.19 eV
Net charge ... +2

Entry 3:
# C27H33ClN4O5Re

A molecular structure, C27H33ClN4O5Re (ωB97M-V with the def2-TZVPD basis set, the OMol25 dataset).

Positions of all 71 atoms, in Å:
Re: 0.136 -1.018 -0.109
Cl: 1.027 4.183 4.255
O: 0.118 1.228 -0.775
O: 1.901 -0.124 0.219
O: 0.434 -1.050 -2.023
O: -1.441 -1.997 0.571
O: 0.256 0.079 -3.957
N: -4.786 0.430 -2.228
N: 1.244 -2.388 0.800
N: 2.584 -2.092 1.115
N: -2.420 0.035 -1.375
C: 1.285 3.857 1.590
C: 0.745 3.367 2.760
C: 2.837 -0.868 0.813
C: -4.320 -0.940 -2.674
C: 1.944 -4.666 1.355
C: 1.124 3.217 0.350
C: -0.034 2.231 2.730
C: -3.878 1.503 -2.785
C: 0.864 -3.678 1.056
C: -2.933 -3.739 1.226
C: -2.439 1.222 -2.280
C: 1.716 3.898 -0.880
C: 6.365 0.921 2.297
C: 0.396 2.041 0.354
C: -1.550 -3.256 0.953
C: 5.207 1.674 2.161
C: 4.073 1.101 1.601
C: 5.265 -0.985 1.328
C: -4.795 0.514 -0.723
C: 0.506 0.061 -2.789
C: 6.402 -0.398 1.857
C: -3.340 0.299 -0.232
C: -0.197 1.589 1.520
C: 0.899 1.286 -2.001
C: -0.471 -4.073 1.121
C: -2.875 -1.150 -2.149
C: 4.098 -0.237 1.215
H: -2.190 -1.299 -2.978
H: 5.182 2.706 2.497
H: 5.277 -2.018 0.988
H: -4.368 -0.970 -3.761
H: -3.027 -4.792 0.969
H: -3.158 -3.632 2.292
H: -3.303 -0.540 0.442
H: 0.987 4.011 -1.684
H: -2.983 1.177 0.298
H: 2.592 3.373 -1.273
H: -2.824 -2.027 -1.514
H: -0.663 -5.094 1.421
H: 3.157 1.675 1.490
H: 2.744 -4.573 0.617
H: -5.726 0.587 -2.574
H: 7.321 -0.969 1.936
H: -5.017 -1.675 -2.284
H: -0.800 0.678 1.474
H: 2.395 -4.448 2.325
H: -2.043 2.078 -1.749
H: 0.643 2.151 -2.588
H: 1.861 4.776 1.629
H: -3.667 -3.159 0.665
H: 1.972 1.267 -1.806
H: -0.496 1.852 3.637
H: -5.472 -0.243 -0.344
H: 1.546 -5.678 1.353
H: -5.187 1.487 -0.441
H: -3.939 1.470 -3.869
H: 2.045 4.898 -0.607
H: -4.253 2.465 -2.451
H: 7.247 1.367 2.748
H: -1.797 1.022 -3.129

Forces on atoms 1 to 2 (eV/Å):
Re 1.273 -0.282 0.258
Cl -0.033 -0.030 -0.108

Values from the calculation:
2S+1 ... 4
HOMO (alpha / beta) ... -13.41 / -13.45 eV
Net charge ... +2

The calculation returns the following ΔE to the lowest compared entry with this formula, charge and spin values, one per record and in order: 371.17; 0.00; 231.13 kJ/mol.